Entry 1:
28
Properties=species:S:1:pos:R:3:forces:R:3 method="wB97M-V/def2-TZVPD" multiplicity=1 total_charge=0 lumo_energy_ev=0.90 homo_ev=-7.86 orbital_gap_ev=8.77 e_tot_ev=-14169.288 de_lowest_kj_mol=854.9 fmax_ev_per_a=4.1
H -2.20405 -0.05521 -2.38164 0.12 -0.40 0.01
C 1.60804 0.28753 0.67108 1.21 0.33 1.22
H 2.73352 -1.37696 1.82430 -0.73 0.10 -0.78
H 0.52680 1.46075 -1.77974 -1.21 -0.75 -0.65
C -1.58437 0.45111 -1.65492 2.53 -1.39 0.10
C -2.41232 1.72254 0.30770 0.66 0.57 2.47
H 0.04917 0.15056 -3.07745 0.24 0.41 0.18
H 0.03356 -1.03173 2.51732 -0.93 -0.40 -0.38
H -2.76925 2.64962 0.59540 -1.46 1.77 0.30
C -0.21637 -1.79682 -1.29522 1.49 -2.43 2.50
H 2.04353 0.75286 -0.16237 0.35 0.58 -1.48
H -0.28447 -3.62163 -2.04224 -0.22 0.98 0.27
N -0.63489 -2.64882 -2.07833 0.33 -0.22 -0.26
C 1.62945 1.21697 1.86023 -3.39 -0.47 1.67
H 2.42831 1.96197 1.97376 0.06 -0.84 0.32
H 2.92801 -1.44653 0.03851 -0.67 0.37 0.64
C 0.27513 -0.27917 0.42482 -3.04 -2.07 -1.82
C -0.32157 -1.25981 1.49736 3.57 1.65 -0.70
C 0.79414 -1.72728 0.59046 -1.17 -0.17 -2.38
C -0.36070 -0.41793 -0.98886 -1.47 3.22 0.20
H 1.41628 0.39307 2.65611 1.19 2.24 -0.17
C -2.26461 1.49966 -0.94557 -1.06 0.94 -2.87
H -1.25739 -1.66410 1.25874 -1.27 -0.27 0.21
H 0.59192 1.80943 1.92124 2.22 -0.98 -0.45
H -2.79601 2.22049 -1.64677 0.80 -0.75 0.80
C 2.21090 -1.15299 0.84820 0.77 -0.40 0.11
C -0.15455 0.62381 -2.11612 0.54 -0.28 0.89
H -2.00822 1.27862 1.18400 0.56 -1.33 0.08



Entry 2:
68
Properties=species:S:1:pos:R:3:forces:R:3 method="wB97M-V/def2-TZVPD" multiplicity=1 total_charge=+2 lumo_energy_ev="-9.40 / -7.40" homo_ev="-14.40 / -14.40" orbital_gap_ev="5.00 / 7.00" e_tot_ev=-53105.070 de_lowest_kj_mol=0.0 fmax_ev_per_a=0.3
H 0.99076 7.00464 0.04269 0.00 0.00 0.00
C 0.12130 -4.57017 -0.76961 -0.01 -0.02 -0.04
H 1.32592 7.28235 2.47609 0.00 0.00 0.00
H -4.19963 -0.94275 0.51863 0.00 -0.03 0.01
H -2.97697 -3.01101 -2.75659 -0.02 0.00 -0.01
H 0.76107 -2.71393 -1.68980 0.00 -0.03 0.00
C -1.54087 0.44891 1.76100 0.06 -0.02 0.07
H -0.76445 -5.20179 -0.83232 -0.01 0.01 0.00
N 1.90994 1.47406 1.15607 -0.02 0.06 0.05
H 0.93743 -5.09445 -1.26205 0.01 0.01 0.01
H -2.40185 0.57833 -2.99697 -0.01 0.01 0.01
C -0.18045 -3.22772 -1.42006 0.01 -0.02 -0.09
O 1.52468 2.37046 -0.91658 -0.05 -0.02 -0.09
H -5.29557 -2.46839 -3.13293 0.00 0.01 -0.01
O -0.42980 0.03566 -0.99591 0.22 0.08 0.16
H 1.14392 4.74364 -0.96979 0.00 0.02 0.00
H -0.90007 -2.79382 1.74237 -0.01 -0.02 -0.01
H 5.78496 1.16341 -2.57508 -0.01 0.01 0.00
H 1.82045 5.33791 3.91657 0.00 0.00 0.00
H -4.27077 0.73826 2.20470 0.02 0.01 0.00
H -5.05443 0.19344 -3.48738 0.00 -0.01 0.00
C -3.43141 -2.35686 -2.00966 -0.04 0.01 0.03
C -3.15616 0.03592 -2.42832 -0.02 0.01 -0.01
H 5.32739 0.25367 1.08752 -0.03 0.00 0.00
H -3.56486 0.70566 -1.66480 0.00 0.01 -0.01
H 5.13425 -1.48633 0.77072 0.00 0.00 0.01
C 5.64939 -0.57942 0.46073 0.04 -0.06 0.05
H 1.97768 3.08267 2.93411 0.00 0.00 0.00
N -2.14465 -0.48140 0.79607 -0.15 -0.07 -0.17
C 0.42969 -4.21243 0.69255 0.00 -0.03 0.06
C 6.02726 1.00195 -1.52650 0.05 -0.03 0.05
H 0.59376 -2.07816 1.13332 0.01 -0.02 0.00
H -4.34586 -0.68439 3.24046 0.00 0.00 0.00
C 1.75945 3.93877 2.31522 0.00 0.04 0.07
H -0.47936 0.23798 1.90079 0.00 0.01 0.00
C -3.43104 -1.02716 1.28834 -0.01 0.05 0.00
H -3.55780 -2.92325 -1.08804 0.01 -0.02 -0.02
H 5.69969 1.86291 -0.94067 -0.02 0.02 -0.02
O 4.03166 -0.34825 -1.30785 -0.11 0.14 0.21
C -4.73492 -1.75889 -2.52811 0.01 -0.02 0.00
H -0.79412 -3.29590 -2.31639 0.01 0.00 0.01
C 1.67098 5.19692 2.85562 0.00 -0.02 0.00
O 1.96964 0.42498 0.54382 0.06 -0.02 -0.07
H 7.10983 0.92911 -1.42846 -0.01 0.01 0.00
C 1.20178 6.14167 0.65806 0.00 -0.02 -0.02
H -3.32589 -2.08239 1.55799 0.01 0.01 0.02
C 1.39334 6.29567 2.03723 0.00 0.01 0.00
N 1.65077 2.54390 0.33574 0.04 -0.08 0.01
N -0.87538 -2.50568 -0.35190 0.07 0.08 0.04
Sn 1.47263 0.28118 -1.79074 -0.10 0.01 -0.09
H -1.91936 -0.65228 3.57536 0.00 0.00 0.00
C -4.26560 -0.53405 -3.30854 -0.01 0.03 0.01
N -2.56726 -1.16730 -1.79402 0.07 -0.11 0.06
H -5.37027 -1.45752 -1.69229 0.01 0.01 0.00
C -3.73333 -0.16103 2.50986 -0.01 -0.03 -0.02
C 1.28443 4.89663 0.08969 -0.01 0.03 -0.04
C 5.36587 -0.26275 -1.00484 -0.06 -0.08 -0.24
H 1.50216 -4.18548 0.87875 0.00 0.02 -0.03
C -0.18768 -2.81829 0.91942 -0.03 0.00 0.07
H -3.85961 -0.83288 -4.27627 0.01 -0.02 0.01
C -2.34465 0.19564 3.03454 0.02 0.02 0.01
H -1.65638 1.48001 1.41283 0.02 0.00 0.01
H -2.34184 1.05463 3.70294 -0.01 0.00 -0.01
P -1.49592 -1.01585 -0.59056 -0.08 0.09 -0.09
C 1.56331 3.79410 0.92126 0.02 -0.08 0.00
H 5.73697 -1.13413 -1.60399 0.06 0.03 0.06
H 6.71941 -0.71409 0.60991 0.00 0.00 -0.01
H 0.00648 -4.94484 1.37608 0.01 0.00 0.00



Entry 3:
8
Properties=species:S:1:pos:R:3:forces:R:3 method="wB97M-V/def2-TZVPD" multiplicity=1 total_charge=0 lumo_energy_ev=0.24 homo_ev=-9.53 orbital_gap_ev=9.77 e_tot_ev=-19984.020 de_lowest_kj_mol=373.3 fmax_ev_per_a=2.5 smiles="O=[N+]([O-])N(O)S"
S -1.10664 1.26223 0.22164 -1.33 1.65 1.29
H -0.78786 1.77470 -0.93158 0.08 0.39 -1.02
O -1.01025 -1.21397 0.66689 1.61 0.31 -1.10
O 1.60523 -1.20800 -0.24178 0.24 0.63 0.34
N 0.99559 -0.16385 -0.34567 -0.39 -1.12 -1.21
H -0.65646 -1.14279 1.54763 0.05 -0.50 1.12
O 1.28796 0.86493 -0.94400 0.77 -0.72 0.75
N -0.32758 -0.17324 0.02686 -1.02 -0.65 -0.17



Entry 4:
91
Properties=species:S:1:pos:R:3:forces:R:3 method="wB97M-V/def2-TZVPD" multiplicity=2 total_charge=+2 s2=0.79 lumo_energy_ev="-7.28 / -7.28" homo_ev="-11.20 / -13.38" orbital_gap_ev="3.91 / 6.10" e_tot_ev=-101050.991 fmax_ev_per_a=3.9
C -4.84503 -0.17427 -1.24630 -0.15 0.06 -0.06
H -4.26963 -0.80319 -3.22394 0.00 0.01 0.03
C -2.12739 1.48008 -4.69663 0.01 -0.13 -0.07
H -3.22198 3.69133 5.45045 0.01 -0.02 -0.04
V -0.34887 -1.70615 -0.03042 0.53 1.53 -1.38
C 2.58895 3.42134 0.83626 0.02 -0.06 0.05
C 4.30406 1.30163 1.35859 -0.12 -0.08 0.06
C 3.88003 3.67514 1.28282 -0.03 -0.04 0.02
O 1.26074 -0.67536 1.41991 0.31 -0.31 -0.23
C 3.55078 -1.83767 2.43144 0.03 -0.04 0.06
H -5.14879 1.14624 4.27839 0.01 0.04 -0.02
C 4.51694 -2.72455 2.88536 0.01 0.00 -0.06
H -1.12489 -3.29303 -5.57795 0.02 0.02 0.09
H 1.91799 4.24195 0.60795 0.03 -0.03 -0.02
H 0.22742 3.53868 5.58294 -0.04 0.03 -0.03
C 0.10680 -3.26329 -2.44962 -0.14 0.09 0.40
C 2.50213 -0.40026 0.67241 -0.22 0.19 0.29
C -1.03742 -3.06216 -4.52206 0.00 -0.04 -0.15
H -5.80473 0.21875 -1.55898 0.05 -0.02 0.02
C 2.58239 -4.80862 0.55915 0.18 -0.14 0.02
C 5.48063 -3.21523 2.01022 -0.04 0.02 0.00
C -3.23193 -0.62727 0.44577 0.25 -0.17 -0.16
H 3.11866 -5.21405 1.40587 0.00 0.01 -0.05
C 3.00652 1.03690 0.92235 -0.01 -0.06 0.02
H 2.19040 -5.10674 -2.79179 0.01 0.00 0.06
C -1.74501 2.01266 2.34331 -0.39 -0.14 0.24
H -2.81094 -1.85041 -4.46495 0.02 -0.03 0.01
C -1.84637 -1.98936 -2.56294 0.30 -0.05 0.34
C -2.78211 -1.21894 -1.74836 0.29 0.03 0.23
C -2.78516 3.22239 4.58054 -0.14 0.08 0.16
C 1.12326 -3.77092 -1.51483 -0.25 0.29 0.36
H -1.02830 4.74688 5.89033 0.00 -0.03 -0.04
H -5.13153 0.23419 0.85028 0.00 0.00 0.00
H 0.03783 4.91028 4.48332 -0.04 -0.04 0.03
H -2.90457 -0.60753 1.47079 0.04 0.01 0.08
O 2.85095 -0.52795 -1.72989 0.15 0.07 -0.63
C -1.94799 3.34917 -3.17755 0.01 0.06 0.11
C -0.59829 1.32483 -2.77077 -0.25 0.01 -0.17
H -0.15534 1.74944 -1.87815 -0.03 -0.01 -0.14
S -1.00036 1.35820 0.94145 -0.33 0.12 0.36
H 2.81638 -1.44266 3.12221 0.02 -0.01 -0.02
H 4.51812 -1.59618 -0.80682 0.02 -0.04 0.07
C 2.05988 -4.73117 -1.78575 0.29 -0.31 -0.03
O -1.02601 -2.46987 1.19432 -1.66 -1.28 3.25
H 1.16084 1.94482 0.26504 0.41 0.08 0.04
C -3.04991 2.17606 -5.45163 0.07 -0.33 -0.10
H -3.16841 5.05843 -3.67480 0.03 -0.07 0.01
C -3.40278 3.45104 -5.05547 -0.26 0.22 -0.19
N -0.98947 2.78196 3.18488 0.09 -0.01 -0.14
C 2.16107 2.11378 0.65037 0.06 0.01 -0.30
O -1.48015 -2.86763 2.30189 0.49 0.13 -0.56
C 4.73338 2.61188 1.53656 0.00 -0.01 0.01
H 0.75688 -4.21490 -4.24825 -0.02 0.02 0.00
C 3.52553 -1.44519 1.09447 0.00 0.07 -0.02
H -5.38025 2.82565 4.79001 0.02 0.01 -0.01
H -1.51203 3.80288 -2.29317 -0.05 0.00 -0.08
C -3.54988 2.42686 3.72367 -0.13 -0.23 -0.25
H 1.45657 -3.41156 1.74429 -0.05 0.08 0.06
C 2.10765 -0.51890 -0.81247 -0.85 0.04 0.75
H -0.01947 2.90269 2.92454 0.12 0.02 -0.01
H -3.49204 1.76106 -6.34956 0.05 0.01 0.05
H 4.52887 -3.01719 3.92730 0.00 0.00 -0.01
C -4.47949 -0.15887 0.08499 -0.12 0.08 0.01
C -1.54295 2.03896 -3.53362 0.08 -0.08 0.11
H 6.22974 -3.16710 -0.00137 -0.05 0.03 0.04
H 4.22417 4.69371 1.41500 -0.02 -0.05 0.00
H 5.74659 2.79643 1.87383 -0.07 -0.01 -0.03
C 1.66005 -3.80450 0.76133 -0.38 0.25 -0.26
H -0.28126 0.33310 -3.07613 0.05 0.18 0.00
H -1.81156 0.48798 -5.00975 -0.03 0.10 -0.02
C 4.49594 -1.92803 0.22238 0.08 0.00 -0.01
C -1.98012 -2.25887 -3.90733 -0.05 -0.03 -0.28
C -5.00154 2.19125 3.99303 0.07 -0.07 -0.07
N -0.82346 -2.49226 -1.84892 0.11 -0.40 -0.54
H 3.53964 -6.02567 -0.91839 -0.02 0.02 -0.01
C -0.50509 4.19910 5.11051 0.03 -0.05 -0.08
C 2.80622 -5.25239 -0.72842 0.04 -0.06 -0.17
N -3.03641 1.83606 2.63727 0.12 0.05 0.06
H 4.99551 0.49786 1.56644 -0.02 -0.06 -0.02
F -4.29536 4.13310 -5.79250 0.14 -0.11 0.13
C 0.01615 -3.58083 -3.78236 0.09 -0.03 -0.33
N 0.96640 -3.28291 -0.26164 -0.13 -0.13 -0.05
O 0.74482 -0.62500 -0.93850 1.04 0.67 -0.88
C 5.46856 -2.80935 0.68280 -0.02 -0.04 0.00
C -3.98573 -0.73298 -2.18358 -0.33 0.13 -0.11
N -2.38369 -1.11127 -0.46665 0.30 -0.26 -0.13
H 6.24689 -3.89278 2.36768 -0.04 0.03 -0.02
C -1.46486 3.39682 4.29328 0.33 0.08 -0.01
H -5.57379 2.36548 3.08188 0.00 0.00 0.02
C -2.86535 4.05057 -3.93172 0.11 0.14 0.25
H 0.78544 0.17741 1.54400 -0.06 -0.03 0.06



Question: Among the records above, which one has the highest multiplicity?
Answer: C42H36FN5O5SV